(1)
201
Properties=species:S:1:pos:R:3 method="wB97M-V/def2-TZVPD" gap_ev=7.9 homo_energy_ev=-7.86
C 4.898 -13.551 18.980
C 4.254 -13.673 20.218
C 3.478 -14.789 20.509
C 3.104 -15.586 19.426
C 3.652 -15.418 18.164
C 4.605 -14.447 17.921
O 5.292 -14.432 16.765
O 2.941 -15.016 21.758
H 5.709 -12.847 18.867
H 4.507 -13.067 21.075
H 2.375 -16.359 19.616
H 3.387 -16.112 17.381
H 5.582 -13.534 16.593
H 2.852 -15.971 21.791
C 3.957 -8.442 23.974
C 3.881 -7.869 22.716
C 4.892 -8.044 21.798
C 5.968 -8.944 22.090
C 5.942 -9.611 23.315
C 4.980 -9.233 24.264
O 5.032 -9.744 25.547
O 4.836 -7.497 20.544
H 3.209 -8.324 24.744
H 2.983 -7.284 22.587
H 6.803 -9.126 21.431
H 6.694 -10.349 23.552
H 5.606 -10.492 25.728
H 5.673 -7.597 20.085
C -2.732 -3.996 23.913
C -3.764 -3.129 23.618
C -4.660 -3.269 22.583
C -4.581 -4.402 21.744
C -3.611 -5.328 22.060
C -2.741 -5.111 23.125
O -1.840 -6.025 23.374
O -5.685 -2.290 22.348
H -2.105 -3.810 24.773
H -3.833 -2.251 24.244
H -5.080 -4.631 20.814
H -3.463 -6.214 21.460
H -1.896 -6.743 22.740
H -6.214 -2.581 21.602
C 0.259 -0.904 17.481
C 1.241 -1.855 17.193
C 1.807 -2.659 18.224
C 1.431 -2.503 19.530
C 0.423 -1.578 19.800
C -0.179 -0.782 18.830
O -1.062 0.240 19.137
O 2.694 -3.605 17.852
H -0.118 -0.279 16.684
H 1.488 -2.002 16.152
H 1.860 -3.043 20.361
H 0.161 -1.553 20.848
H -1.010 1.037 18.604
H 2.821 -4.229 18.570
C 6.590 -9.779 34.285
C 6.121 -8.583 34.832
C 5.528 -7.593 34.021
C 5.384 -7.822 32.677
C 5.959 -8.900 32.001
C 6.541 -9.911 32.844
O 7.126 -11.082 32.346
O 5.128 -6.390 34.530
H 7.097 -10.515 34.891
H 6.057 -8.386 35.892
H 4.892 -7.039 32.120
H 5.779 -9.145 30.965
H 6.895 -11.828 32.905
H 5.039 -5.638 33.941
C 6.905 -16.130 25.447
O 6.109 -16.166 26.610
P 5.998 -14.878 27.524
O 6.592 -13.606 26.981
O 4.437 -14.682 27.804
C 3.551 -14.309 26.808
O 6.558 -15.383 28.969
C 7.903 -15.606 29.211
H 6.507 -16.737 24.633
H 7.960 -16.386 25.548
H 6.884 -15.120 25.038
H 2.938 -15.121 26.417
H 4.088 -13.921 25.943
H 2.887 -13.504 27.124
H 8.513 -15.300 28.362
H 8.135 -16.667 29.302
H 8.227 -15.171 30.157
C 2.917 -3.965 27.478
O 2.700 -3.218 28.690
P 2.510 -1.543 28.507
O 2.193 -0.807 29.740
O 3.834 -1.149 27.671
C 5.160 -1.263 28.210
O 1.371 -1.418 27.334
C 0.918 -0.198 26.764
H 2.848 -3.311 26.608
H 2.120 -4.699 27.361
H 3.901 -4.432 27.504
H 5.061 -1.420 29.284
H 5.625 -0.304 27.978
H 5.760 -1.972 27.640
H 0.979 -0.404 25.695
H 1.583 0.645 26.946
H -0.105 -0.030 27.102
C 14.305 -14.377 28.071
O 13.508 -14.756 26.989
P 13.864 -14.439 25.491
O 14.901 -13.418 25.184
O 14.167 -15.973 24.962
C 14.230 -16.197 23.546
O 12.446 -14.107 24.821
C 11.785 -13.008 25.408
H 15.333 -14.130 27.807
H 14.364 -15.203 28.780
H 13.897 -13.508 28.586
H 13.466 -15.746 22.913
H 14.422 -17.214 23.202
H 15.098 -15.626 23.216
H 11.456 -12.256 24.690
H 12.309 -12.335 26.087
H 11.017 -13.336 26.109
C -0.240 -5.259 33.465
O -1.056 -6.324 33.100
C -1.692 -6.151 31.842
C -0.667 -6.496 30.697
O -0.389 -7.891 30.942
C 0.448 -8.463 29.986
H 0.166 -4.684 32.633
H 0.537 -5.694 34.093
H -0.790 -4.490 34.008
H -2.257 -5.220 31.806
H -2.340 -7.025 31.776
H 0.291 -5.977 30.678
H -1.190 -6.466 29.741
H 0.492 -9.544 30.122
H 1.470 -8.093 30.068
H 0.031 -8.316 28.990
C 5.111 -9.522 15.816
O 6.354 -10.050 15.368
C 7.234 -9.126 14.814
C 7.530 -7.823 15.578
O 7.889 -7.910 16.933
C 9.210 -8.414 17.164
H 5.107 -8.669 16.496
H 4.643 -10.278 16.446
H 4.437 -9.292 14.991
H 7.009 -9.052 13.750
H 8.262 -9.486 14.778
H 6.612 -7.242 15.662
H 8.251 -7.336 14.923
H 9.233 -9.394 16.687
H 9.410 -8.362 18.234
H 10.010 -7.855 16.678
C 9.663 -5.892 28.215
O 9.963 -6.897 27.303
C 9.360 -8.153 27.463
C 9.624 -8.980 28.739
O 11.081 -9.083 28.913
C 11.459 -9.875 30.059
H 10.333 -6.116 29.045
H 8.680 -6.108 28.635
H 9.683 -4.859 27.867
H 9.514 -8.844 26.635
H 8.294 -8.008 27.284
H 9.097 -9.934 28.730
H 9.175 -8.511 29.615
H 12.545 -9.779 30.077
H 11.157 -10.886 29.786
H 10.920 -9.697 30.989
C 9.556 -4.424 22.814
O 9.928 -3.907 21.518
C 8.840 -3.387 20.733
C 8.054 -2.300 21.518
O 7.277 -2.914 22.494
C 6.717 -2.010 23.390
H 8.614 -4.969 22.771
H 9.427 -3.743 23.655
H 10.348 -5.100 23.135
H 8.241 -4.266 20.494
H 9.140 -2.930 19.791
H 7.371 -1.739 20.879
H 8.749 -1.526 21.842
H 7.384 -1.299 23.877
H 6.227 -2.597 24.167
H 5.872 -1.443 22.999
C -0.443 -7.936 18.875
O -1.409 -8.962 18.818
C -0.953 -10.268 19.324
C -0.955 -10.376 20.861
O -2.098 -9.859 21.490
C -3.362 -10.618 21.455
H -0.137 -7.699 19.893
H -0.853 -7.080 18.338
H 0.380 -8.369 18.306
H -0.027 -10.551 18.825
H -1.706 -10.928 18.894
H 0.002 -9.958 21.174
H -0.955 -11.450 21.045
H -3.701 -10.907 20.460
H -4.187 -10.006 21.819
H -3.301 -11.534 22.042

=====

(2)
122
Properties=species:S:1:pos:R:3 method="wB97M-V/def2-TZVPD" gap_ev=9.5 smiles=COC[C@H](C)N.COC[C@H](C)N.COC[C@H](C)N.COC[C@H](C)N.COC[C@H](C)N.COC[C@H](C)N.COC[C@H](C)N.O homo_energy_ev=-9.07
C -3.731 -2.327 7.683
O -3.787 -3.654 7.120
C -5.087 -3.825 6.476
C -5.338 -5.262 5.941
C -4.258 -5.623 4.903
N -6.694 -5.595 5.489
H -2.801 -2.252 8.247
H -4.511 -2.064 8.398
H -3.707 -1.582 6.887
H -5.877 -3.647 7.206
H -5.280 -3.097 5.688
H -5.260 -6.014 6.725
H -4.265 -5.012 4.000
H -4.355 -6.625 4.484
H -3.240 -5.606 5.292
H -6.606 -6.593 5.359
H -7.311 -5.561 6.288
C -1.167 1.892 -1.863
O -0.111 1.051 -1.324
C -0.282 0.947 0.142
C 0.777 -0.097 0.723
C 0.495 -0.497 2.186
N 2.136 0.451 0.680
H -2.112 1.350 -1.891
H -0.849 2.211 -2.856
H -1.307 2.801 -1.278
H -0.323 1.835 0.773
H -1.256 0.493 0.325
H 0.870 -0.932 0.028
H -0.470 -0.972 2.359
H 0.583 0.338 2.882
H 1.173 -1.279 2.527
H 2.240 1.047 1.490
H 2.142 1.123 -0.074
C 9.522 3.110 4.035
O 9.858 1.859 4.579
C 8.828 0.908 4.686
C 9.372 -0.366 5.342
C 8.394 -1.567 5.395
N 9.824 -0.128 6.709
H 9.316 3.691 4.934
H 8.619 2.979 3.439
H 10.409 3.476 3.518
H 7.906 1.202 5.187
H 8.540 0.634 3.671
H 10.220 -0.761 4.783
H 8.837 -2.329 6.036
H 8.317 -1.963 4.382
H 7.368 -1.388 5.715
H 10.391 0.705 6.782
H 9.058 0.087 7.330
C 2.146 0.771 -10.836
O 3.212 0.809 -9.886
C 2.937 0.366 -8.514
C 4.232 0.029 -7.752
C 4.115 -0.779 -6.488
N 4.890 1.248 -7.447
H 2.494 1.119 -11.809
H 1.361 1.473 -10.557
H 1.756 -0.227 -11.036
H 2.322 1.147 -8.066
H 2.428 -0.597 -8.564
H 4.843 -0.588 -8.411
H 3.447 -0.474 -5.682
H 5.086 -0.961 -6.027
H 3.815 -1.768 -6.834
H 4.707 1.808 -8.268
H 5.890 1.109 -7.442
C 4.055 9.463 4.233
O 3.482 8.107 4.169
C 2.640 7.800 5.287
C 1.762 6.608 4.876
C 0.604 6.324 5.837
N 2.507 5.372 4.581
H 4.837 9.443 3.474
H 4.395 9.734 5.232
H 3.322 10.208 3.922
H 3.312 7.431 6.062
H 2.088 8.634 5.721
H 1.250 6.816 3.937
H 0.003 5.462 5.549
H -0.095 7.148 5.976
H 1.102 6.068 6.772
H 3.077 5.185 5.393
H 3.092 5.805 3.881
C -3.031 -2.932 -8.893
O -2.200 -3.743 -8.192
C -2.425 -3.622 -6.819
C -1.338 -4.376 -6.055
C -1.448 -5.907 -6.306
N -1.353 -4.103 -4.600
H -2.763 -3.032 -9.945
H -2.935 -1.856 -8.747
H -4.108 -3.078 -8.804
H -2.361 -2.606 -6.431
H -3.347 -4.116 -6.514
H -0.338 -4.132 -6.414
H -2.342 -6.304 -5.824
H -0.605 -6.420 -5.845
H -1.460 -6.164 -7.365
H -0.511 -4.461 -4.170
H -1.289 -3.097 -4.551
C -9.472 -1.843 -3.199
O -8.289 -1.302 -2.548
C -8.548 -0.465 -1.450
C -8.861 -1.111 -0.084
C -9.435 -0.093 0.886
N -7.631 -1.673 0.434
H -10.088 -2.424 -2.513
H -9.191 -2.492 -4.029
H -10.093 -1.113 -3.718
H -7.686 0.189 -1.322
H -9.388 0.181 -1.706
H -9.520 -1.970 -0.207
H -10.343 0.321 0.447
H -8.619 0.616 1.026
H -9.623 -0.595 1.835
H -7.228 -2.326 -0.222
H -7.897 -2.431 1.045
O 3.278 3.785 -2.353
H 3.727 3.682 -3.192
H 2.438 3.344 -2.474

=====

(3)
61
Properties=species:S:1:pos:R:3 method="wB97M-V/def2-TZVPD" gap_ev="9.4 / 9.1" homo_energy_ev="-9.40 / -9.37" multiplicity=2
Cu 0.300 0.182 0.208
C 4.555 0.194 2.588
C 3.300 0.221 1.716
O 3.472 -0.429 0.475
P 1.874 -0.375 2.719
O 1.855 0.561 3.980
O 2.203 -1.775 3.375
O 0.549 -0.395 2.018
P 2.749 1.941 1.297
O 3.940 2.558 0.426
O 2.590 2.719 2.562
O 1.526 1.810 0.402
H 4.603 -0.718 3.184
H 4.572 1.050 3.262
H 5.430 0.245 1.943
H 3.065 -1.316 0.501
H 2.075 1.499 3.681
H 2.128 -2.468 2.689
H 3.993 2.108 -0.430
N -0.053 0.713 -1.622
C -1.082 1.218 -1.840
N -2.197 1.805 -2.154
C -2.202 3.135 -2.760
C -2.506 2.982 -4.247
O -3.731 2.303 -4.443
C -3.710 1.000 -3.873
C -3.438 1.056 -2.377
H -1.243 3.625 -2.600
H -2.991 3.719 -2.282
H -1.686 2.430 -4.728
H -2.606 3.957 -4.722
H -2.935 0.393 -4.360
H -4.687 0.563 -4.068
H -3.335 0.062 -1.958
H -4.245 1.589 -1.869
O -1.758 -1.758 -1.561
C -0.774 -2.337 -1.153
N 0.237 -1.799 -0.376
C 1.097 -2.783 -0.020
O 2.051 -2.675 0.761
C 0.708 -4.057 -0.704
C 1.301 -5.298 -0.766
C 0.652 -6.281 -1.513
C -0.541 -6.015 -2.173
C -1.115 -4.745 -2.126
C -0.464 -3.785 -1.388
H 2.234 -5.504 -0.257
H 1.088 -7.270 -1.581
H -1.027 -6.802 -2.735
H -2.033 -4.512 -2.650
C -0.601 3.550 3.489
N -0.719 2.818 2.244
C -1.549 1.788 2.027
N -2.485 1.534 2.987
O -1.555 1.136 0.963
H 0.293 4.161 3.432
H -0.482 2.879 4.346
H -1.469 4.192 3.651
H 0.049 2.873 1.586
H -2.323 1.877 3.918
H -2.949 0.646 2.906

=====

(4)
14
Properties=species:S:1:pos:R:3 method="wB97M-V/def2-TZVPD" gap_ev="7.0 / 8.0" charge=+1 homo_energy_ev="-10.13 / -13.99" multiplicity=3
C -1.580 0.359 0.059
C 0.377 -1.461 0.447
N 0.056 0.885 0.769
N -2.641 1.120 -0.150
N 1.811 0.029 -0.869
N 0.972 -0.081 0.395
S -1.380 -1.301 0.049
H 0.884 -2.061 -0.291
H 0.449 -1.994 1.439
H -2.454 2.117 -0.137
H -3.472 0.756 -0.398
H 2.405 0.809 -0.854
H 1.246 0.102 -1.774
H 1.578 -0.134 1.242

=====

(5)
45
Properties=species:S:1:pos:R:3 method="wB97M-V/def2-TZVPD" gap_ev=8.0 smiles="CCOC(=O)c1[nH]c2ccccc2c1NC(=O)C1CCCCC1" homo_energy_ev=-7.69
C -3.883 -4.032 -0.972
C -3.749 -3.442 0.425
O -3.588 -2.026 0.382
C -2.340 -1.563 0.169
O -1.364 -2.286 0.048
C -2.289 -0.125 0.114
N -3.395 0.686 0.252
C -3.006 1.981 0.147
C -3.771 3.142 0.220
C -3.123 4.347 0.077
C -1.741 4.405 -0.134
C -0.974 3.268 -0.208
C -1.600 2.024 -0.067
C -1.158 0.667 -0.085
N 0.080 0.080 -0.253
C 1.322 0.614 -0.435
O 1.561 1.799 -0.501
C 2.396 -0.467 -0.500
C 2.756 -0.870 0.945
C 3.818 0.076 1.493
C 5.146 -0.126 0.752
C 4.912 -0.563 -0.699
C 3.632 0.056 -1.246
H -2.966 -3.870 -1.532
H -4.709 -3.562 -1.502
H -4.069 -5.100 -0.900
H -4.655 -3.607 1.012
H -2.887 -3.881 0.939
H -4.327 0.343 0.406
H -4.837 3.089 0.383
H -3.689 5.266 0.129
H -1.271 5.371 -0.241
H 0.090 3.317 -0.371
H 0.009 -0.937 -0.206
H 1.983 -1.339 -1.016
H 1.862 -0.843 1.571
H 3.137 -1.892 0.958
H 3.468 1.101 1.363
H 3.958 -0.093 2.562
H 5.711 0.807 0.771
H 5.746 -0.882 1.262
H 4.835 -1.651 -0.757
H 5.760 -0.264 -1.316
H 3.675 1.141 -1.127
H 3.534 -0.157 -2.312

=====

(6)
10
Properties=species:S:1:pos:R:3 method="wB97M-V/def2-TZVPD" gap_ev=8.8 homo_energy_ev=-8.92
F -0.140 1.997 -0.650
C 1.066 1.344 -0.411
C 1.074 -0.019 -0.279
Cl 2.663 -0.637 0.349
C -0.002 -0.987 -0.373
C -1.350 -0.658 -0.110
F -2.165 -1.736 -0.523
Cl -1.840 0.615 0.726
H 1.738 2.066 -0.256
H 0.300 -2.124 -0.413

=====

Record order is preserved below.
Largest force on an atom: 4.3; 2.9; 1.0; 4.8; 0.8; 7.4 eV/A
Record order is preserved below.
Energy above the lowest of the compared OMol25 structures with the same formula, charge and spin: 575.1; 349.6; 0.0; 399.0; 0.0; 145.3 kJ/mol